Model i:
Entry from the Open Molecules 2025 dataset: CH5PS2 as an isolated structure (ωB97M-V/def2-TZVPD).

```
9
CH5PS2, DFT ωB97M-V/def2-TZVPD
S 0.696 -0.080 -0.933
S -1.674 1.143 -0.072
P -2.849 -0.479 0.175
C 1.911 0.295 0.292
H 2.802 -0.239 -0.048
H 1.614 -0.117 1.249
H 2.096 1.418 0.326
H -2.946 -0.815 -1.275
H -1.649 -1.126 0.286
```

Values from the calculation:
LUMO level (alpha / beta): -2.02 / -2.07 eV
Charge: 0
HOMO level (alpha / beta): -8.9 / -8.9 eV


Model ii:
Entry from the Open Molecules 2025 dataset: CH5PS2 as an isolated structure (ωB97M-V/def2-TZVPD).

```
9
CH5PS2, DFT ωB97M-V/def2-TZVPD
S -0.580 -0.601 -0.454
S 0.630 1.815 -1.902
P -0.234 -1.278 2.230
C -0.114 0.242 -1.905
H -0.397 2.161 -1.120
H -1.149 0.471 0.133
H 0.358 -0.295 3.117
H 1.068 -2.051 2.489
H 0.417 -0.465 -2.588
```

Values from the calculation:
LUMO level (alpha / beta): -0.31 / -0.93 eV
Charge: 0
HOMO level (alpha / beta): -8.1 / -7.6 eV


In terms of stability, model i leads; the second structure lies 0.0571 hartree higher.


Model i:
Entry from the Open Molecules 2025 dataset: a 2-piece molecular cluster, C4H13NO2S overall (ωB97M-V/def2-TZVPD).

```
21
C4H13NO2S, DFT ωB97M-V/def2-TZVPD
S -1.968 -1.047 2.670
O -1.286 -0.722 -5.696
O 0.030 1.392 3.047
N 0.299 0.611 -0.441
C 1.302 -0.345 -0.920
C -0.251 0.525 0.879
C 0.776 1.116 1.871
C -0.640 -0.899 1.389
H 0.592 1.855 3.662
H -1.192 1.082 0.903
H -1.190 0.134 -6.151
H 1.247 2.027 1.455
H 0.941 -0.811 -1.858
H -1.032 -1.530 0.550
H -0.403 0.759 -1.147
H 2.131 0.261 -1.308
H 1.533 -1.153 -0.230
H -1.234 -1.524 -6.210
H 1.585 0.379 2.057
H -1.302 -0.482 3.694
H 0.062 -1.628 1.785
```

Values from the calculation:
LUMO level: 0.83 eV
Charge: 0
HOMO level: -8.3 eV
SMILES: CN[C@H](CO)CS.O


Model ii:
Entry from the Open Molecules 2025 dataset: a 2-piece molecular cluster, C4H13NO2S overall (ωB97M-V/def2-TZVPD).

```
21
C4H13NO2S, DFT ωB97M-V/def2-TZVPD
S -1.982 -1.100 2.558
O 0.092 1.607 2.833
O -0.491 0.228 -4.628
N 0.070 0.442 -0.622
C 1.242 -0.373 -0.950
C 0.636 0.975 1.690
C -0.411 0.356 0.754
C -0.812 -1.054 1.159
H 1.044 -1.447 -1.039
H 0.425 0.113 -4.930
H -1.368 -1.531 0.359
H 1.335 0.225 2.072
H -0.683 0.185 -1.245
H 0.027 -1.699 1.360
H 1.598 0.009 -1.900
H -1.144 -1.336 3.575
H -0.944 -0.321 -5.286
H -0.636 2.168 2.527
H 2.037 -0.140 -0.244
H -1.274 1.009 0.836
H 1.240 1.682 1.122
```

Values from the calculation:
LUMO level: 0.65 eV
Charge: 0
HOMO level: -8.6 eV
SMILES: CN[C@H](CO)CS.O


In terms of stability, model ii leads; the second structure lies 0.0206 hartree higher.


Model i:
Entry from the Open Molecules 2025 dataset: an isolated ion of composition C9H16N and charge +1 (ωB97M-V/def2-TZVPD).

```
26
C9H16N, DFT ωB97M-V/def2-TZVPD
N -0.579 -0.279 1.569
C -2.791 1.368 -0.914
C 1.727 -0.909 -1.436
C -0.010 0.094 2.893
C -0.505 0.329 -1.205
C 0.921 0.035 -0.776
C -1.689 0.586 -0.306
C -1.737 0.296 1.034
C 0.178 -1.169 0.875
C 3.150 -0.851 -1.311
H -0.864 -0.576 -1.812
H -3.182 0.817 -1.696
H 1.414 -1.603 -2.158
H 0.231 -0.785 3.399
H -3.643 1.663 -0.236
H 1.356 0.786 -0.125
H -2.495 2.449 -1.199
H 3.539 -0.249 -2.206
H -2.581 0.397 1.677
H -0.523 1.114 -1.964
H 3.669 -1.730 -0.908
H -0.423 -1.743 0.173
H 0.965 0.488 2.678
H -0.621 0.865 3.348
H 1.127 -1.341 1.172
H 3.364 -0.054 -0.566
```

Values from the calculation:
LUMO level (alpha / beta): -4.62 / -4.62 eV
Charge: +1
HOMO level (alpha / beta): -12.6 / -12.6 eV
SMILES: C=[N+](C)/C=C(/C)C/C=C/C


Model ii:
Entry from the Open Molecules 2025 dataset: a 2-piece molecular cluster, C9H16N overall (ωB97M-V/def2-TZVPD).

```
26
C9H16N, DFT ωB97M-V/def2-TZVPD
N -0.199 1.402 0.154
C 0.481 2.506 0.910
C -1.619 -1.591 1.058
C -0.845 -1.155 -1.536
C 1.493 -1.928 -1.018
C 0.066 -1.675 -0.606
C -0.271 -1.756 0.757
C 1.992 2.429 0.772
C -2.579 -1.166 0.142
C -2.170 -0.964 -1.170
H 1.642 -2.105 -2.085
H -2.828 -0.650 -1.970
H 0.189 2.570 1.927
H 1.856 -2.822 -0.511
H 2.379 1.529 1.212
H 2.155 -1.077 -0.821
H 2.405 3.302 1.275
H -0.416 1.715 -0.790
H -3.593 -1.056 0.492
H 0.391 0.567 0.098
H 2.309 2.487 -0.265
H -1.067 1.119 0.592
H 0.502 -2.123 1.414
H 0.130 3.442 0.481
H -1.938 -1.942 2.032
H -0.467 -1.057 -2.544
```

Values from the calculation:
LUMO level: -3.14 eV
Charge: +1
HOMO level: -12.9 eV


In terms of stability, model ii leads; the second structure lies 0.1349 hartree higher.